[1]
{"formula": "Br3Hf", "method": "ωB97M-V/def2-TZVPD", "homo_lumo_gap_ev": 5.0, "total_charge": 1, "fmax_ev_per_a": 2.65, "molar_mass_g_mol": 418.202, "multiplicity": 1, "lumo_ev": -7.748, "relative_energy_kcal_mol": 156.55, "symbols": ["Hf", "Br", "Br", "Br"], "positions_angstrom": [[0.418835, -1.553098, 1.328804], [-0.519498, 1.732545, 1.614141], [0.103008, -1.363108, -1.496611], [-0.002345, 1.183662, -1.446334]], "forces_ev_per_a": [[-0.78, 2.30, -1.05], [0.56, -2.15, 0.29], [0.07, 1.80, 1.29], [0.15, -1.96, -0.53]], "mulliken_charge": [1.10, -0.41, 0.06, 0.25]}



[2]
{"formula": "C31H30ClHfN6O7S3", "method": "ωB97M-V/def2-TZVPD", "homo_lumo_gap_ev": [6.1, 6.1], "total_charge": 1, "fmax_ev_per_a": 1.44, "molar_mass_g_mol": 908.760, "multiplicity": 1, "lumo_ev": [-4.022, -4.027], "symbols": ["Hf", "S", "C", "N", "N", "C", "C", "C", "C", "C", "C", "N", "N", "C", "C", "C", "C", "C", "C", "H", "H", "H", "H", "H", "H", "H", "H", "H", "H", "H", "C", "C", "C", "C", "C", "C", "C", "S", "C", "O", "H", "H", "H", "H", "H", "H", "H", "H", "H", "H", "N", "C", "C", "N", "C", "H", "H", "H", "H", "O", "Cl", "O", "O", "O", "O", "C", "O", "C", "C", "C", "C", "S", "C", "C", "H", "H", "H", "H", "H"], "positions_angstrom": [[0.254952, -0.216110, -0.209640], [-1.693774, -0.022312, 1.411931], [-2.392534, -1.516301, 0.836804], [-3.723853, -1.723934, 0.897342], [-4.186437, -2.892123, 0.661390], [-5.585917, -3.139265, 0.613523], [-6.498802, -2.096567, 0.608355], [-7.848837, -2.402364, 0.558062], [-8.274863, -3.724669, 0.505349], [-7.343931, -4.753098, 0.507177], [-5.989486, -4.463959, 0.562435], [-1.677436, -2.533223, 0.326798], [-0.429054, -2.340013, 0.101827], [0.235661, -3.499091, -0.440966], [-0.427340, -4.459030, -1.189725], [0.283187, -5.547069, -1.674519], [1.642656, -5.678045, -1.417229], [2.297239, -4.706718, -0.673781], [1.593289, -3.617280, -0.185586], [-3.534337, -3.636758, 0.415227], [-6.151958, -1.073790, 0.650908], [-8.574164, -1.599891, 0.552107], [-9.331408, -3.951838, 0.463498], [-7.669467, -5.783788, 0.469701], [-5.254521, -5.260898, 0.577654], [-1.480233, -4.344617, -1.410679], [-0.229868, -6.295250, -2.264457], [2.188515, -6.530336, -1.798689], [3.356429, -4.795579, -0.470839], [2.098519, -2.860017, 0.400727], [6.190711, 4.390626, 1.085002], [5.197458, 3.323693, 1.454966], [5.062327, 2.187639, 0.654845], [4.125667, 1.213921, 0.944031], [3.319282, 1.390348, 2.058733], [3.426636, 2.496634, 2.885218], [4.382807, 3.454430, 2.576804], [2.066225, 0.228646, 2.448420], [3.027319, -1.020909, 3.274225], [1.780379, -0.527574, 1.097236], [7.198271, 3.978842, 1.012376], [6.203536, 5.193907, 1.819795], [5.946337, 4.823135, 0.112180], [5.689068, 2.076085, -0.222656], [4.011087, 0.347551, 0.308250], [2.762022, 2.633693, 3.730742], [4.475533, 4.332905, 3.203589], [3.858034, -1.303288, 2.629940], [2.371512, -1.866401, 3.478108], [3.386187, -0.585707, 4.207017], [-2.295542, 0.930267, -3.620391], [-2.664566, 1.916786, -2.720491], [-2.075321, 1.585772, -1.552343], [-1.339934, 0.411450, -1.725503], [-1.503074, 0.062296, -2.992025], [-2.555905, 0.878031, -4.591471], [-3.291819, 2.744908, -2.996220], [-2.119515, 2.082085, -0.600959], [-1.065810, -0.799593, -3.466397], [3.214205, -0.941432, -1.515364], [2.150181, -0.414214, -2.304427], [0.947030, -1.308404, -2.173083], [2.511590, -0.165545, -3.643096], [1.591353, 0.830098, -1.638921], [3.743707, 8.081753, 0.557943], [3.777835, 7.046781, -0.312006], [4.551575, 7.068976, -1.226239], [2.875857, 5.876779, -0.045388], [2.963059, 4.798382, -0.916486], [2.195508, 3.660723, -0.727129], [1.318721, 3.574643, 0.354883], [0.280031, 2.201427, 0.797615], [1.211371, 4.671075, 1.214018], [1.978989, 5.805420, 1.013277], [3.080269, 7.932879, 1.241021], [3.651587, 4.866795, -1.749113], [2.298968, 2.839928, -1.415336], [0.524373, 4.624869, 2.049713], [1.856132, 6.619408, 1.720010]], "forces_ev_per_a": [[-0.76, 1.22, 0.17], [0.09, -0.14, -0.22], [-0.44, -0.62, -0.21], [0.52, 0.34, 0.45], [-0.37, 0.08, -0.21], [0.49, -0.04, 0.00], [-0.09, 0.06, 0.05], [0.01, 0.00, -0.02], [0.01, 0.03, 0.01], [0.03, -0.03, 0.00], [-0.11, -0.10, -0.02], [-0.21, 0.06, 0.13], [-0.23, -0.53, -0.43], [0.05, 0.40, 0.42], [-0.06, -0.08, -0.13], [-0.03, 0.01, 0.00], [-0.05, 0.03, 0.00], [-0.02, 0.02, 0.00], [0.19, -0.04, 0.02], [-0.05, -0.03, 0.09], [-0.01, -0.02, -0.01], [0.00, -0.01, 0.01], [0.01, 0.01, 0.00], [0.00, 0.01, 0.00], [-0.02, 0.01, -0.01], [0.03, -0.01, 0.02], [0.01, 0.00, 0.00], [-0.01, 0.01, -0.01], [-0.01, -0.01, 0.00], [-0.02, 0.00, 0.00], [-0.05, -0.03, 0.01], [0.06, 0.08, 0.01], [-0.01, -0.04, -0.04], [0.15, 0.07, 0.06], [-0.04, 0.04, -0.03], [0.08, 0.14, -0.16], [-0.02, 0.00, 0.01], [-0.15, -0.38, -0.21], [0.09, -0.10, 0.00], [0.60, -0.02, 0.83], [-0.01, -0.02, 0.01], [0.00, 0.01, -0.01], [-0.02, 0.01, 0.02], [0.00, 0.01, 0.02], [-0.02, -0.01, -0.01], [0.00, -0.02, -0.03], [0.00, -0.01, -0.01], [0.02, -0.04, 0.05], [0.01, 0.02, 0.01], [0.01, -0.03, -0.02], [-0.12, 0.24, 0.01], [0.01, -0.19, -0.25], [-0.01, -0.30, -0.01], [-0.23, 0.40, -0.30], [0.05, -0.11, 0.12], [-0.02, 0.01, 0.02], [-0.01, -0.03, 0.00], [0.04, 0.02, 0.01], [0.03, 0.02, 0.00], [-0.43, 0.23, -0.44], [0.11, 0.13, -0.08], [0.70, 0.25, 0.22], [-0.45, -0.10, 0.44], [0.90, -0.69, -0.43], [-0.10, -0.12, -0.08], [0.13, -0.06, 0.21], [0.01, 0.01, -0.08], [0.03, 0.17, -0.06], [-0.05, -0.06, -0.01], [0.02, 0.00, 0.06], [0.07, -0.08, 0.01], [-0.30, -0.07, -0.05], [0.06, 0.08, 0.00], [-0.09, -0.06, 0.13], [0.02, 0.05, -0.02], [-0.01, -0.01, 0.01], [-0.02, 0.01, 0.00], [0.01, 0.00, -0.02], [-0.02, 0.00, -0.01]], "mulliken_charge": [0.88, -0.35, 0.60, -0.64, 0.42, 0.72, -0.39, -0.50, -0.51, -0.55, -0.51, -0.48, 0.26, 0.42, -0.49, -0.70, -0.52, -0.87, -0.13, 0.32, 0.44, 0.37, 0.39, 0.37, 0.36, 0.42, 0.40, 0.40, 0.43, 0.37, -1.63, 0.88, -0.83, -0.48, 0.86, -0.84, -0.72, 0.59, -1.16, 0.32, 0.43, 0.37, 0.31, 0.45, 0.44, 0.46, 0.34, 0.35, 0.44, 0.44, -0.06, -0.76, -0.45, 0.27, -0.50, 0.22, 0.43, 0.55, 0.55, -0.54, 1.78, -0.56, -0.63, -0.63, -0.50, 0.56, -0.55, 1.02, -0.81, -0.36, 0.90, -0.48, -1.53, -0.87, 0.28, 0.49, 0.54, 0.48, 0.24]}



[3]
{"formula": "C3H9F3N2P2", "method": "ωB97M-V/def2-TZVPD", "homo_lumo_gap_ev": [8.3, 8.3], "total_charge": 0, "fmax_ev_per_a": 4.95, "molar_mass_g_mol": 192.061, "multiplicity": 1, "lumo_ev": [-0.566, -0.566], "relative_energy_kcal_mol": 82.59, "symbols": ["C", "N", "P", "C", "F", "F", "F", "H", "H", "H", "H", "H", "H", "H", "C", "P", "N", "H", "H"], "positions_angstrom": [[2.036196, -1.753912, -0.813526], [0.588595, -1.663762, -1.108781], [-0.374262, -0.419061, -0.822118], [-0.211096, 1.300207, -1.256998], [0.654819, -0.039279, 0.580778], [-1.483144, -0.562027, 0.346284], [-1.614057, -0.856153, -1.852411], [2.364565, -2.543935, -1.541789], [2.575520, -0.843410, -0.939703], [2.147661, -2.105146, 0.224743], [0.351810, -2.013464, -2.034814], [-0.119344, 1.981828, -0.375684], [0.626778, 1.357679, -1.932071], [-1.061949, 1.571543, -1.757562], [-1.826094, 0.820762, 3.070319], [-0.757819, 1.834194, 2.109872], [-0.424134, 3.025757, 1.313040], [-1.654195, 1.070962, 4.172256], [-1.819851, -0.162783, 2.618164]], "forces_ev_per_a": [[-0.75, -2.00, -0.04], [0.11, -0.25, -1.90], [-2.13, 1.50, 4.21], [1.18, -0.35, 0.86], [-0.02, -0.38, -0.93], [0.27, -0.12, -0.69], [1.99, 0.22, 0.10], [0.23, 0.81, 0.94], [0.27, 0.65, -0.23], [0.14, 0.12, -0.57], [0.11, -0.40, 0.32], [0.35, -0.95, -0.89], [0.47, 0.34, -0.19], [-2.14, 0.72, -1.58], [1.66, 1.99, 0.13], [-1.74, -1.38, 1.72], [0.30, 0.56, -0.17], [-0.28, -0.82, -1.61], [-0.01, -0.26, 0.52]], "mulliken_charge": [-0.71, -0.26, 0.92, -0.91, -0.45, -0.30, -0.40, 0.33, 0.27, 0.23, 0.31, 0.28, 0.33, 0.37, -0.71, 0.75, -0.60, 0.27, 0.28]}



[4]
{"formula": "C14H26NOPSn", "method": "ωB97M-V/def2-TZVPD", "homo_lumo_gap_ev": [3.0, 3.0], "total_charge": 2, "fmax_ev_per_a": 2.38, "molar_mass_g_mol": 374.053, "multiplicity": 1, "lumo_ev": [-11.099, -11.340], "relative_energy_kcal_mol": 32.52, "symbols": ["C", "C", "C", "C", "C", "C", "C", "C", "N", "Sn", "C", "P", "H", "H", "H", "H", "H", "H", "H", "H", "C", "C", "H", "C", "C", "H", "H", "H", "H", "H", "H", "H", "H", "H", "H", "H", "H", "H", "H", "C", "O", "H", "H", "H"], "positions_angstrom": [[-2.274357, -0.090561, -4.219227], [-2.199919, -1.077404, -3.240273], [-1.721219, -0.770520, -1.956583], [-1.445628, 0.561977, -1.646288], [-1.368061, 1.521147, -2.658694], [-1.851334, 1.208537, -3.935200], [-1.488795, -1.907832, -1.005173], [-0.544622, -2.975625, -1.633093], [0.759801, -2.482794, -2.008454], [-1.359370, 1.332412, 0.431489], [-0.749442, 2.876689, -2.389853], [0.272575, 2.838502, -0.850883], [-2.511296, -2.103411, -3.457186], [-1.879928, 1.987660, -4.699720], [-2.646301, -0.346413, -5.210158], [-1.510039, 3.665981, -2.267451], [-0.072058, 3.181546, -3.206200], [-1.082786, -1.558711, -0.045544], [-2.434611, -2.431187, -0.794802], [-0.390260, -3.789555, -0.903546], [0.825147, 4.519959, -0.483167], [1.743932, 1.937636, -1.436586], [-1.022759, -3.391783, -2.535332], [1.117620, -2.339951, -3.389562], [1.854754, -2.639101, -1.091953], [-0.319952, 0.215139, 1.333948], [1.480865, -3.290606, -3.828820], [0.254370, -1.986197, -3.971756], [1.934166, -1.604321, -3.470802], [2.337586, -3.629962, -1.192550], [2.618702, -1.874714, -1.303060], [1.498857, -2.522980, -0.057248], [2.192638, 2.494076, -2.272759], [2.467679, 1.857500, -0.612824], [1.486801, 0.925587, -1.776308], [1.048088, 5.069904, -1.409175], [0.046232, 5.055816, 0.076882], [1.732302, 4.471502, 0.136112], [0.540995, -0.006970, 2.250179], [0.494110, -0.595911, 4.122698], [1.212637, -0.154773, 2.986953], [1.072281, -1.404926, 4.587785], [-0.514631, -0.966281, 3.879784], [0.394732, 0.221119, 4.854401]], "forces_ev_per_a": [[-0.30, 0.04, -0.04], [0.37, -0.13, 0.62], [-1.01, -0.92, -0.82], [0.60, 0.00, 1.86], [-0.74, 0.77, -1.33], [0.64, 0.47, 0.37], [-0.37, -0.25, 0.28], [0.43, -0.41, -0.19], [-0.26, 0.30, 0.22], [1.37, -1.12, -1.59], [-0.25, 0.52, 0.49], [0.20, 0.33, -1.34], [0.17, 0.39, -0.07], [0.15, -0.32, 0.11], [0.01, 0.15, 0.21], [0.17, -0.16, -0.19], [-0.33, -0.09, 0.21], [0.00, -0.14, -0.25], [0.22, 0.11, 0.02], [-0.30, 0.23, -0.21], [-0.20, 0.22, 0.45], [0.27, -0.42, 0.55], [0.12, 0.07, 0.45], [0.01, 0.25, -0.40], [0.17, 0.16, 0.43], [-1.06, 0.52, -0.34], [-0.15, 0.22, 0.10], [0.27, -0.17, 0.12], [-0.23, -0.28, -0.07], [-0.13, 0.21, 0.05], [-0.18, -0.27, 0.12], [0.19, -0.09, -0.29], [-0.16, 0.01, 0.29], [-0.09, 0.02, -0.30], [-0.05, 0.30, 0.11], [-0.07, -0.28, 0.19], [0.25, -0.07, -0.18], [-0.27, 0.00, -0.15], [1.62, -0.29, 1.59], [-0.13, -0.11, 0.95], [-1.00, 0.30, -1.74], [-0.27, 0.16, -0.11], [0.31, 0.01, 0.02], [0.00, -0.24, -0.21]], "mulliken_charge": [-0.59, -0.73, 0.95, -0.40, 0.90, -0.96, -0.56, -1.14, 0.27, 0.65, -1.16, 0.50, 0.48, 0.50, 0.45, 0.43, 0.58, 0.06, 0.41, 0.55, -1.03, -0.86, 0.53, -0.83, -0.94, 0.04, 0.35, 0.27, 0.32, 0.35, 0.33, 0.35, 0.43, 0.47, 0.05, 0.39, 0.38, 0.41, 0.11, -0.61, -0.51, 0.26, 0.28, 0.27]}



Number 1: total energy -211420.337 eV. Number 2: total energy -102232.314 eV. Number 3: total energy -32965.850 eV. Number 4: total energy -33576.559 eV.